Record 1
Below is C8H9NPbS2 as an isolated structure at a distorted geometry, with properties calculated with wB97M-V/def2-TZVPD.

Computed properties:
**LUMO level (alpha / beta)**: -0.04 / -0.04 eV
**Highest occupied orbital energy (alpha / beta)**: -6.9412 / -6.9429 eV
**Spin multiplicity**: 1
**Electronic energy**: -36848.264 eV

The geometry in XYZ format:
```
21
Properties=species:S:1:pos:R:3:nbo_charge:R:1
Pb -2.828 1.119 0.317 0.87
C -2.793 -0.449 -2.179 -0.95
H -3.587 -1.170 -1.964 0.20
H -3.014 0.363 -2.879 0.20
H -1.768 -0.821 -2.154 0.20
H -2.745 -1.418 -3.993 0.02
H -2.723 -1.675 -4.735 -0.03
S -1.459 2.579 -1.297 -0.16
C -0.217 1.749 -0.484 -0.09
N -0.510 0.815 0.452 -0.62
C 0.603 0.254 1.068 0.12
C 0.584 -0.674 2.110 -0.22
C 1.800 -1.013 2.706 -0.20
C 3.005 -0.427 2.278 -0.22
C 3.019 0.490 1.220 -0.19
C 1.808 0.819 0.614 -0.23
S 1.522 1.996 -0.652 0.42
H -0.380 -1.090 2.416 0.22
H 1.820 -1.738 3.518 0.22
H 3.943 -0.681 2.777 0.22
H 3.921 0.971 0.861 0.22
```

---

Record 2
Below is C22H26N3O4S3SbSeTi as an isolated structure at a distorted geometry, with properties calculated with wB97M-V/def2-TZVPD.

Computed properties:
**LUMO level**: -2.52 eV
**Highest occupied orbital energy**: -6.6486 eV
**Spin multiplicity**: 1
**Electronic energy**: -163404.874 eV
**Relative energy (zero: lowest compared OMol25 entry of this formula, charge and spin)**: 0.00 kJ/mol

The geometry in XYZ format:
```
61
Properties=species:S:1:pos:R:3:nbo_charge:R:1
Ti 0.127 -4.480 0.973 1.06
O -3.665 -2.474 0.321 -0.63
C -2.402 -2.840 0.579 0.80
O -1.755 -3.772 0.018 -0.55
C -1.789 -2.110 1.673 0.04
C -2.269 -1.103 2.464 -0.15
C -1.529 -0.600 3.553 -0.14
C -0.321 -1.177 3.768 -0.17
C 0.117 -2.265 2.983 0.16
N -0.588 -2.675 1.923 -0.43
C 1.349 -3.092 3.241 0.74
O 2.242 -2.964 4.028 -0.50
O 1.383 -4.091 2.318 -0.69
H -3.944 -2.829 -0.519 0.52
H -3.278 -0.713 2.303 0.25
H -1.957 0.142 4.195 0.25
H 0.288 -0.874 4.605 0.25
S 3.033 -7.952 -0.977 -0.81
Sb 0.861 -6.779 -1.280 0.92
S 1.503 -4.386 -0.765 -0.38
S -0.447 -6.706 0.874 -0.53
C 4.782 0.725 0.971 -0.63
C 4.181 1.892 0.218 -0.40
C 2.823 2.431 0.859 -0.42
C 1.750 1.375 1.168 -0.25
N 0.587 1.247 0.302 -0.41
C 0.537 0.544 -0.894 0.25
Se 1.845 -0.597 -1.346 -0.20
N -0.705 0.654 -1.403 -0.40
C -1.213 -0.018 -2.567 -0.22
C -0.441 0.412 -3.852 -0.41
C -0.384 1.901 -4.188 -0.41
C -1.775 2.466 -4.337 -0.62
C -1.452 1.526 -0.572 0.10
C -2.760 1.901 -0.630 -0.25
C -3.215 2.741 0.393 -0.22
C -2.344 3.259 1.382 -0.22
C -0.986 2.891 1.387 -0.26
C -0.613 1.936 0.469 0.19
H 5.833 0.505 0.766 0.22
H 4.291 -0.212 0.806 0.22
H 4.800 0.996 2.036 0.19
H 4.022 1.648 -0.839 0.22
H 4.951 2.694 0.164 0.21
H 2.464 3.200 0.145 0.22
H 3.083 2.897 1.840 0.21
H 1.359 1.539 2.202 0.20
H 2.286 0.391 1.150 0.26
H -2.257 0.124 -2.685 0.21
H -1.084 -1.095 -2.456 0.22
H -0.881 -0.169 -4.671 0.21
H 0.542 -0.044 -3.764 0.25
H 0.151 2.021 -5.192 0.21
H 0.289 2.431 -3.497 0.21
H -2.457 1.708 -4.721 0.20
H -1.933 3.353 -4.948 0.22
H -2.110 2.735 -3.354 0.20
H -3.552 1.541 -1.308 0.23
H -4.293 3.061 0.446 0.22
H -2.826 3.912 2.110 0.22
H -0.253 3.219 2.136 0.23
```

---

Record 3
Below is one molecule with the formula C3H5NOS at a distorted geometry, with properties calculated with wB97M-V/def2-TZVPD.

Computed properties:
**LUMO level**: 0.67 eV
**Highest occupied orbital energy**: -9.3448 eV
**Spin multiplicity**: 1
**Electronic energy**: -17565.267 eV
**Relative energy (zero: lowest compared OMol25 entry of this formula, charge and spin)**: 0.00 kJ/mol
**SMILES**: O=C1NCCS1

The geometry in XYZ format:
```
11
Properties=species:S:1:pos:R:3:nbo_charge:R:1
O 2.734 -0.342 0.000 -0.59
C 1.530 -0.307 0.003 0.55
N 0.742 0.792 -0.100 -0.64
C -0.634 0.639 0.279 -0.22
C -0.974 -0.800 -0.203 -0.55
S 0.497 -1.791 0.111 0.19
H 1.233 1.696 -0.077 0.42
H -1.279 1.361 -0.292 0.21
H -0.781 0.640 1.371 0.19
H -1.170 -0.673 -1.316 0.21
H -1.897 -1.214 0.224 0.24
```

---

Record 4
Below is one molecule with the formula C2H3NO at a distorted geometry, with properties calculated with wB97M-V/def2-TZVPD.

Computed properties:
**LUMO level**: 0.65 eV
**Highest occupied orbital energy**: -11.3994 eV
**Spin multiplicity**: 1
**Electronic energy**: -5657.629 eV
**Relative energy (zero: lowest compared OMol25 entry of this formula, charge and spin)**: 219.58 kJ/mol
**SMILES**: N#CCO

The geometry in XYZ format:
```
7
Properties=species:S:1:pos:R:3:nbo_charge:R:1
N 1.927 0.748 -0.014 -0.25
C 1.192 -0.141 0.062 0.22
C -0.212 -0.551 0.057 -0.15
O -0.591 0.916 -0.121 -0.77
H -0.410 -1.287 -0.756 0.22
H -0.475 -1.083 1.000 0.22
H -1.431 1.398 -0.227 0.51
```